*i*
Entry from the OMol25 dataset: a cluster of 11 separate species, C3H27NO12 in total (wB97M-V/def2-TZVPD).

Each line ends with the Löwdin charge.
Cartesian coordinates (Å):
C1 -0.90 -1.73 0.36  -0.08
N1 0.22 -1.33 -0.56  -0.05
C2 1.54 -1.18 0.05  -0.13
C3 2.16 0.07 0.70  -0.45
O1 3.53 0.34 0.52  0.05
O2 1.59 0.75 1.52  0.05
H1 -1.03 -2.85 0.35  0.10
H2 -1.76 -1.22 0.08  0.05
H3 -0.86 -1.51 1.38  0.04
H4 0.00 -0.42 -0.81  0.05
H5 2.12 -1.37 -0.82  0.10
H6 1.84 -2.11 0.75  0.18
H7 3.76 1.15 1.09  0.16
H8 0.76 -3.28 -1.91  -0.02
H9 -0.19 -4.37 -1.66  0.03
O3 0.74 -4.23 -1.91  -0.05
H10 -0.04 1.46 2.04  0.03
H11 -1.10 0.53 2.02  0.11
O4 -0.93 1.47 1.61  -0.10
H12 1.10 2.23 -0.76  0.03
H13 2.58 1.96 -1.17  -0.05
O5 1.81 1.61 -1.20  -0.03
H14 -3.11 1.52 0.44  -0.03
H15 -3.76 0.75 -0.75  0.05
O6 -3.92 1.19 0.14  -0.06
H16 0.95 0.66 -2.44  0.11
H17 0.47 1.92 -3.26  0.06
O7 0.19 1.00 -3.11  -0.12
H18 -2.67 1.74 -2.53  -0.02
H19 -1.12 1.83 -2.59  -0.06
O8 -1.92 2.16 -2.24  -0.03
H20 -0.27 0.05 4.82  0.08
H21 0.95 1.04 4.82  0.11
O9 0.53 0.29 4.28  -0.10
H22 -0.47 2.37 0.41  0.00
H23 -0.90 3.08 -1.02  0.08
O10 -0.16 2.86 -0.39  -0.06
H24 -3.08 -1.16 -3.06  0.07
H25 -1.61 -0.45 -2.98  0.07
O11 -2.59 -0.38 -2.71  -0.09
H26 1.38 -1.49 3.58  -0.01
H27 2.34 -2.65 3.10  0.02
O12 1.86 -2.29 3.85  -0.07

Calculated values
* E_HOMO: -10.20 eV
* HOMO-LUMO gap: 10.26 eV
* SMILES string: CNCC(=O)O.O.O.O.O.O.O.O.O.O.O



*ii*
Entry from the OMol25 dataset: a cluster of 11 separate species, C3H27NO12 in total (wB97M-V/def2-TZVPD).

Each line ends with the Löwdin charge.
Cartesian coordinates (Å):
O1 0.09 -1.66 1.20  0.03
C1 1.02 -1.84 0.47  -0.57
N1 1.66 -0.64 0.06  0.08
C2 2.25 -0.34 -1.33  -0.19
O2 1.52 0.63 -2.05  -0.10
C3 1.83 -3.06 0.58  -0.05
H1 1.05 0.16 0.36  0.13
H2 2.16 -1.41 -1.71  0.12
H3 3.28 -0.10 -1.22  0.11
H4 1.59 1.63 -1.80  0.13
H5 2.61 -3.00 -0.18  0.07
H6 1.31 -4.01 0.42  0.08
H7 2.26 -3.16 1.68  0.14
H8 1.30 4.44 2.12  0.04
H9 1.47 2.97 2.40  0.02
O3 1.96 3.76 2.29  -0.04
H10 -0.69 -0.10 3.60  0.04
H11 -1.81 -0.75 2.71  0.04
O4 -1.45 0.14 3.07  -0.09
H12 0.01 -3.54 -1.71  0.14
H13 1.35 -4.08 -2.32  0.01
O5 1.07 -3.39 -1.80  -0.09
H14 2.89 3.63 0.38  0.05
H15 1.47 3.58 -0.22  0.06
O6 2.44 3.28 -0.45  -0.14
H16 -3.94 0.66 3.03  0.08
H17 -3.09 1.10 2.01  -0.08
O7 -3.67 1.53 2.56  -0.07
H18 0.98 0.31 -3.76  -0.10
H19 -0.17 0.94 -4.21  0.04
O8 0.46 0.26 -4.47  -0.01
H20 -1.78 0.28 -0.73  -0.02
H21 -3.33 0.27 -0.80  0.05
O9 -2.56 0.80 -0.62  -0.02
H22 -2.30 -1.88 1.18  0.05
H23 -3.51 -1.68 2.19  0.01
O10 -3.19 -1.48 1.36  -0.03
H24 -1.46 -1.09 -1.41  0.10
H25 -0.94 -1.77 -2.57  0.02
O11 -1.56 -2.06 -1.89  -0.09
H26 -0.88 3.36 1.26  0.06
H27 -0.64 2.44 0.15  -0.05
O12 -0.28 2.77 0.86  0.04

Calculated values
* E_HOMO: -9.83 eV
* HOMO-LUMO gap: 9.86 eV
* SMILES string: CC(=O)NCO.O.O.O.O.O.O.O.O.O.O



Least stable: *ii*



*i*
Entry from the OMol25 dataset: an isolated molecule of C3H4FNO2 (wB97M-V/def2-TZVPD).

Each line ends with the Löwdin charge.
Cartesian coordinates (Å):
C1 -1.53 0.06 -0.09  -0.74
C2 0.75 -0.50 0.20  -0.18
C3 1.00 0.92 0.32  0.04
N1 -0.40 -0.69 -0.65  0.06
O1 -2.62 -0.32 -0.45  0.04
O2 -1.28 1.09 0.55  0.08
F1 1.23 1.60 -0.77  0.16
H1 1.51 -1.12 -0.41  0.18
H2 0.67 -0.91 1.18  0.12
H3 1.23 1.39 1.20  0.12
H4 -0.56 -1.54 -1.10  0.11

Calculated values
* E_HOMO (alpha / beta): -9.21 / -9.21 eV
* HOMO-LUMO gap (alpha / beta): 7.37 / 7.37 eV



*ii*
Entry from the OMol25 dataset: an isolated molecule of C3H4FNO2 (wB97M-V/def2-TZVPD).

Each line ends with the Löwdin charge.
Cartesian coordinates (Å):
C1 0.97 -0.35 0.09  -0.04
C2 2.09 0.34 0.06  -0.19
C3 -0.40 0.28 -0.03  -0.07
N1 3.43 -0.32 0.02  -0.37
O1 3.43 -1.51 0.01  0.09
O2 4.36 0.44 -0.07  0.12
F1 2.26 1.70 0.04  0.08
H1 0.93 -1.47 0.11  0.14
H2 -0.60 0.10 -1.04  0.06
H3 -1.35 -0.05 0.58  0.13
H4 -0.37 1.33 -0.04  0.05

Calculated values
* E_HOMO: -10.77 eV
* HOMO-LUMO gap: 10.52 eV
* SMILES string: C/C=C(\F)[N+](=O)[O-]



Least stable: *ii*



*i*
Entry from the OMol25 dataset: a cluster of 2 separate species, C5H7Cl in total (wB97M-V/def2-TZVPD).

Each line ends with the Löwdin charge.
Cartesian coordinates (Å):
C1 0.53 0.82 0.02  -0.24
C2 0.55 1.99 -0.52  0.07
C3 0.98 0.00 1.20  -0.05
C4 0.10 -0.57 0.20  -0.33
C5 -0.38 -1.65 -0.28  0.01
Cl1 -2.97 0.09 -0.13  0.39
H1 -0.12 2.10 -1.34  0.06
H2 1.23 2.65 -0.22  0.02
H3 2.01 -0.14 1.23  0.08
H4 0.47 0.41 2.13  0.14
H5 -3.48 -0.28 0.97  -0.23
H6 -0.14 -2.61 0.04  0.05
H7 -1.16 -1.70 -1.03  0.04

Calculated values
* E_HOMO: -9.16 eV
* HOMO-LUMO gap: 9.91 eV
* SMILES string: C=C1CC1=C.Cl



*ii*
Entry from the OMol25 dataset: an isolated molecule of C5H7Cl (wB97M-V/def2-TZVPD).

Each line ends with the Löwdin charge.
Cartesian coordinates (Å):
C1 -0.88 -0.28 -0.50  -0.17
C2 -1.47 -1.41 -0.86  -0.59
C3 1.36 0.90 -0.07  -0.12
C4 0.63 0.86 1.24  -0.12
C5 0.40 -0.23 0.22  -0.30
Cl1 -2.97 -1.44 -1.71  0.59
H1 -1.33 0.67 -0.74  0.11
H2 -1.07 -2.39 -0.65  0.06
H3 1.05 1.64 -0.79  0.10
H4 2.41 0.68 -0.08  0.10
H5 1.18 0.60 2.13  0.10
H6 -0.17 1.57 1.40  0.10
H7 0.84 -1.20 0.42  0.14

Calculated values
* E_HOMO: -8.90 eV
* HOMO-LUMO gap: 10.08 eV
* SMILES string: Cl/C=C/C1CC1



*iii*
Entry from the OMol25 dataset: an isolated molecule of C5H7Cl (wB97M-V/def2-TZVPD).

Each line ends with the Löwdin charge.
Cartesian coordinates (Å):
C1 -0.69 0.85 -0.61  -0.46
C2 -0.68 -2.89 0.69  -0.22
C3 0.31 1.67 0.13  -0.24
C4 -0.74 -1.57 0.71  -0.36
C5 1.58 1.80 -0.20  0.00
Cl1 -0.08 -0.81 -0.94  0.84
H1 -0.93 1.28 -1.58  0.08
H2 -1.59 0.70 -0.02  0.07
H3 -0.31 -3.57 -0.08  0.03
H4 -1.04 -3.36 1.58  0.03
H5 -0.07 2.18 1.01  0.10
H6 2.26 2.41 0.37  0.06
H7 1.99 1.30 -1.06  0.06

Calculated values
* E_HOMO: -8.48 eV
* HOMO-LUMO gap: 9.22 eV



Least stable: *iii*



*i*
Entry from the OMol25 dataset: an isolated molecule of C3H4FN (wB97M-V/def2-TZVPD).

Each line ends with the Löwdin charge.
Cartesian coordinates (Å):
C1 -1.23 0.69 1.07  0.13
C2 1.50 -0.43 -0.93  0.03
C3 -0.43 0.09 0.15  -0.32
N1 0.77 0.37 -0.26  0.03
F1 -1.21 -1.17 -0.30  -0.13
H1 -2.22 0.52 1.25  0.05
H2 -0.72 1.46 1.48  0.03
H3 2.46 -0.08 -1.38  0.10
H4 1.08 -1.45 -1.08  0.09

Calculated values
* E_HOMO: -9.45 eV
* HOMO-LUMO gap: 9.21 eV
* SMILES string: C=NC(=C)F



*ii*
Entry from the OMol25 dataset: an isolated molecule of C3H4FN (wB97M-V/def2-TZVPD).

Each line ends with the Löwdin charge.
Cartesian coordinates (Å):
C1 -1.96 -0.14 0.09  -0.21
C2 -0.63 0.30 0.46  -0.16
C3 0.43 -0.60 -0.13  -0.17
N1 -3.01 -0.49 -0.23  0.16
F1 -0.04 -1.93 0.00  -0.08
H1 -0.27 1.26 0.18  0.11
H2 -0.61 0.25 1.49  0.09
H3 1.33 -0.57 0.47  0.11
H4 0.59 -0.36 -1.24  0.15

Calculated values
* E_HOMO: -11.87 eV
* HOMO-LUMO gap: 12.59 eV
* SMILES string: N#CCCF



Least stable: *i*



*i*
Entry from the OMol25 dataset: the ion C5H12N2O with charge +1 (wB97M-V/def2-TZVPD).

Each line ends with the Löwdin charge.
Cartesian coordinates (Å):
O1 1.07 1.36 2.98  0.20
C1 0.52 0.80 2.07  -0.40
N1 0.52 1.53 0.83  0.23
C2 -0.18 1.22 -0.38  -0.14
C3 0.66 0.28 -1.29  -0.14
C4 0.22 -1.16 -1.42  -0.26
N2 -1.25 -1.29 -1.58  0.02
C5 -0.32 -0.45 2.23  0.05
H1 1.26 2.24 0.76  0.19
H2 -0.36 2.18 -0.90  0.15
H3 -1.22 0.89 -0.23  0.13
H4 0.58 0.77 -2.27  0.13
H5 1.73 0.40 -1.06  0.13
H6 0.69 -1.55 -2.35  0.14
H7 0.50 -1.69 -0.52  0.10
H8 -1.44 -1.25 -2.57  0.09
H9 -1.49 -2.21 -1.25  0.08
H10 -1.31 -0.13 1.87  0.11
H11 -0.30 -0.61 3.30  0.10
H12 0.13 -1.32 1.77  0.09

Calculated values
* E_HOMO (alpha / beta): -13.88 / -13.70 eV
* expectation value of S²: 0.7654
* spin multiplicity: 2
* HOMO-LUMO gap (alpha / beta): 10.70 / 5.20 eV
* net charge: +1



*ii*
Entry from the OMol25 dataset: a cluster of 2 separate species, C5H12N2O in total (wB97M-V/def2-TZVPD).

Each line ends with the Löwdin charge.
Cartesian coordinates (Å):
C1 0.70 -1.53 1.01  -0.17
C2 1.68 -0.49 0.23  -0.09
C3 0.95 0.78 -0.07  -0.06
C4 0.42 0.88 -1.30  -0.13
N1 -0.27 1.97 -1.83  0.05
C5 -1.29 2.43 -1.25  0.03
N2 0.10 -0.99 2.16  0.16
H1 1.26 -2.42 1.29  0.15
H2 -0.09 -1.80 0.32  0.09
H3 2.57 -0.33 0.83  0.13
H4 1.90 -0.98 -0.72  0.12
H5 0.97 1.62 0.61  0.13
H6 0.49 0.11 -2.07  0.14
H7 -1.82 2.07 -0.37  0.10
H8 -1.73 3.31 -1.72  0.09
H9 0.69 -0.62 2.89  0.14
H10 -0.75 -0.48 2.04  0.12
H11 -1.84 -1.98 -0.76  0.05
H12 -1.69 -0.40 -0.75  -0.01
O1 -2.26 -1.14 -0.54  -0.04

Calculated values
* E_HOMO (alpha / beta): -14.03 / -13.31 eV
* expectation value of S²: 0.7598
* spin multiplicity: 2
* HOMO-LUMO gap (alpha / beta): 10.43 / 5.02 eV
* net charge: +1



Least stable: *ii*



*i*
Entry from the OMol25 dataset: a structure of composition C4H7F6IrN3O5S2 (wB97M-V/def2-TZVPD).

Each line ends with the Löwdin charge.
Cartesian coordinates (Å):
Ir1 -0.37 -0.96 0.87  1.29
F1 3.26 0.41 -1.92  0.18
C1 2.06 0.82 -2.27  -0.68
F2 1.67 1.81 -1.47  0.15
F3 2.05 1.23 -3.53  0.19
S1 0.87 -0.59 -2.10  0.68
O1 1.03 -0.97 -0.66  -0.45
O2 1.25 -1.58 -3.04  -0.19
N1 -0.53 0.06 -2.38  -0.27
S2 -1.54 0.46 -1.28  0.65
O3 -2.58 -0.51 -1.04  -0.26
O4 -0.86 0.88 -0.01  -0.43
C2 -2.26 2.03 -1.93  -0.69
F4 -3.13 2.47 -1.03  0.18
F5 -1.29 2.91 -2.09  0.18
F6 -2.86 1.77 -3.07  0.19
N2 -1.48 -1.64 2.46  -0.05
N3 -0.48 -2.61 2.10  -0.05
H1 -1.28 -1.24 3.38  0.13
H2 -2.43 -1.98 2.38  0.15
H3 -0.87 -3.50 1.82  0.14
H4 0.22 -2.70 2.84  0.13
C3 1.79 0.88 1.71  -0.02
C4 0.89 -0.21 2.21  -0.46
O5 0.87 -0.64 3.33  0.03
H5 2.33 1.30 2.55  0.10
H6 1.20 1.65 1.20  0.08
H7 2.48 0.46 0.98  0.09

Calculated values
* E_HOMO: -13.96 eV
* HOMO-LUMO gap: 10.00 eV
* net charge: +1



*ii*
Entry from the OMol25 dataset: a structure of composition C4H7F6IrN3O5S2 (wB97M-V/def2-TZVPD).

Each line ends with the Löwdin charge.
Cartesian coordinates (Å):
Ir1 -0.28 0.16 1.09  1.29
F1 3.65 -0.96 -0.79  0.20
C1 2.47 -0.52 -1.19  -0.69
F2 2.33 0.76 -0.85  0.15
F3 2.34 -0.65 -2.50  0.19
S1 1.16 -1.55 -0.37  0.70
O1 1.26 -1.15 1.10  -0.42
O2 1.40 -2.90 -0.69  -0.17
N1 -0.19 -0.79 -0.76  -0.43
S2 -1.56 -1.52 -1.43  0.65
O3 -1.54 -2.91 -1.15  -0.22
O4 -2.63 -0.65 -1.10  -0.24
C2 -1.17 -1.28 -3.22  -0.69
F4 -2.15 -1.78 -3.93  0.19
F5 -1.03 0.01 -3.48  0.16
F6 -0.03 -1.91 -3.50  0.16
N2 -0.88 -0.42 3.94  0.02
N3 -0.30 0.62 3.11  -0.17
H1 -1.81 -0.61 3.58  0.09
H2 -0.31 -1.25 3.84  0.09
H3 0.64 0.77 3.48  0.13
H4 -0.81 1.47 3.35  0.12
C3 0.26 3.13 0.10  0.01
C4 -0.51 1.99 0.63  -0.47
O5 -1.68 1.79 0.88  0.03
H5 0.48 2.90 -0.94  0.11
H6 1.21 3.22 0.63  0.10
H7 -0.32 4.04 0.17  0.11

Calculated values
* E_HOMO: -14.11 eV
* HOMO-LUMO gap: 9.94 eV
* net charge: +1



Least stable: *ii*